The following is a DFT calculation (ωB97M-V with the def2-TZVPD basis set) of an isolated molecule of C3H4OS3 in a non-equilibrium geometry.

Properties
Kohn-Sham gap in eV: 8.102
Total charge: 0
Strongest force on any atom in eV/A: 1.24
Total energy in a.u.: -1386.49156
Relative energy (zero: lowest compared OMol25 entry of this formula, charge and spin) in kJ/mol: 35.2
SMILES string: CSC(=S)C(=O)S
E_LUMO in eV: -1.003

Geometry as XYZ:
```
11
Properties=species:S:1:pos:R:3:forces:R:3
C -1.6051 -0.9414 -0.1953 -1.0658 0.0060 0.0001
S -1.4533 0.8690 -0.1392 0.2014 -0.1516 0.0891
C 0.2070 1.1927 0.2101 0.0478 0.1413 -0.0732
S 0.7701 2.7201 0.2896 -0.0664 -0.3343 -0.0025
C 1.1119 0.0049 0.5285 -0.2196 -0.3079 0.5029
O 0.8006 -0.7908 1.3855 0.3211 0.5074 -0.5924
S 2.6244 -0.1780 -0.3824 -0.1354 -0.6920 0.4784
H -1.4507 -1.3859 0.7952 -0.1239 0.1707 -0.4014
H -2.6642 -1.1071 -0.5511 1.1775 0.0951 0.3859
H -0.9082 -1.3507 -0.9187 -0.0100 -0.1158 -0.0544
H 2.5677 0.9672 -1.0224 -0.1268 0.6811 -0.3325
```
Positions in Å, forces in eV/Å.